# C56H126F14KN14O28S14

C56H126F14KN14O28S14 as an isolated structure in a non-equilibrium geometry (the ωB97M-V functional and the def2-TZVPD basis, the OMol25 dataset).

Electronic energy (a.u.): -12654.12894
Energy above the lowest of the compared OMol25 structures with the same formula, charge and spin (kJ/mol): 616.8
HOMO (eV): -7.97
Kohn-Sham gap (eV): 4.688

Geometry as ORCA input:
```
! RIJCOSX wB97M-V def2-TZVPD def2/J DEFGRID3
* xyz 1 1
K 5.22 20.32 28.90
S 5.14 4.27 35.27
S -3.80 3.57 25.13
S 4.11 19.19 24.50
S 1.66 20.18 32.45
S 6.38 18.84 24.38
S 7.45 9.67 29.26
S 7.94 10.27 27.11
S -0.94 12.21 22.60
S 4.88 5.81 33.55
S -4.05 10.53 31.57
S -2.14 11.40 32.66
S -2.38 12.43 24.42
S -2.91 5.42 25.95
S 3.14 18.75 33.54
F -5.57 10.86 31.87
F 3.66 6.47 32.92
F 3.00 19.02 25.70
F 7.96 11.61 26.19
F -3.01 13.75 25.18
F -1.76 12.23 33.99
F 4.62 3.92 36.73
F -2.96 6.25 27.29
F 6.47 10.32 30.29
F 4.73 18.80 33.52
F 1.26 20.64 30.93
F 0.19 13.05 21.87
F 7.76 19.08 25.17
F -4.63 2.36 25.79
O 3.75 18.11 23.61
O 0.47 19.42 32.79
O 8.71 9.50 29.95
O -4.83 3.86 24.17
O -4.12 9.12 31.90
O -1.39 10.17 32.94
O 4.89 2.95 34.69
O -1.47 5.12 25.88
O -1.62 12.37 31.70
O 5.81 6.93 33.67
O -3.51 11.93 23.65
O -0.12 11.14 23.02
O -2.61 2.86 24.66
O 5.29 4.78 32.60
O -1.84 11.95 21.49
O 6.54 19.90 23.36
O -3.82 11.07 30.27
O -1.93 11.66 25.51
O 3.72 20.56 24.11
O 6.54 4.72 35.52
O 1.97 21.44 33.13
O 6.52 17.47 23.88
O 9.41 9.91 27.07
O 2.91 19.57 34.72
O 6.69 8.46 28.92
O 7.01 9.44 26.31
O -3.48 6.37 25.00
O 2.93 17.32 33.72
N 2.32 2.45 21.52
N 0.06 0.93 29.55
N -1.23 13.32 23.55
N 5.88 12.65 19.62
N -3.74 4.41 26.59
N 7.38 10.97 28.27
N 4.10 5.31 35.01
N 5.51 19.05 25.46
N 2.55 13.42 27.67
N -2.34 18.14 21.43
N 10.45 15.68 30.00
N 2.84 19.39 31.98
N -5.80 16.41 29.85
N -3.58 11.40 32.90
C -6.57 18.41 28.32
C -3.78 16.94 30.78
C 1.36 14.37 27.80
C -4.50 16.43 32.02
C -0.87 18.00 21.08
C 4.82 14.95 19.81
C 1.47 11.11 28.28
C 7.40 13.10 19.86
C -0.32 2.05 30.52
C 9.93 18.91 32.18
C 10.80 16.99 30.70
C 11.58 14.51 28.18
C -2.86 19.51 20.83
C 5.05 13.74 18.91
C 1.27 0.57 20.32
C 4.48 16.25 19.09
C -7.07 19.87 28.37
C 3.69 1.78 21.92
C 10.64 15.59 27.54
C -6.42 17.82 29.72
C 1.00 2.89 30.75
C 1.94 1.59 19.34
C 3.73 14.34 27.89
C -2.65 22.03 20.55
C 2.23 2.88 20.11
C 9.71 14.66 30.96
C -6.55 15.36 28.96
C 2.70 13.01 26.17
C 1.18 1.36 21.58
C 8.24 11.84 20.09
C 2.77 5.83 23.59
C 1.75 15.21 29.05
C 1.60 9.90 29.21
C -2.36 -1.61 27.70
C -4.36 16.70 21.91
C 5.25 12.17 20.98
C -5.75 15.94 31.33
C 6.17 11.43 18.71
C -3.26 17.00 20.90
C 1.58 2.93 29.37
C 11.79 14.96 29.62
C -4.35 16.31 29.48
C 3.15 4.60 22.77
C -2.15 20.80 21.34
C 2.56 12.18 28.63
C 7.58 10.85 19.14
C 9.69 15.88 28.63
C 9.60 17.62 31.38
C -1.21 0.17 29.05
C 3.30 15.17 29.08
C -4.11 17.72 22.98
C -1.06 -0.80 27.84
C 1.03 -0.08 30.09
C 0.80 1.83 28.53
C 2.04 3.57 22.60
C -2.61 17.91 22.95
H -0.82 -0.31 26.90
H 2.39 5.59 24.59
H -1.08 20.73 21.12
H -2.13 22.93 20.87
H 2.85 13.94 25.63
H 5.59 11.22 21.40
H -2.65 -2.29 28.50
H 0.49 13.75 28.02
H -3.69 22.21 20.85
H 7.48 13.84 20.66
H 4.61 13.71 28.03
H 10.52 19.45 31.43
H 2.01 6.40 23.06
H 1.93 10.18 30.21
H 3.52 12.29 26.11
H -2.46 21.95 19.48
H -3.84 15.65 32.40
H 9.24 12.08 19.73
H 8.07 10.64 18.19
H 2.12 9.01 28.87
H -2.58 19.45 19.78
H 3.61 1.67 23.00
H -7.36 17.83 30.28
H 0.22 1.88 21.69
H -2.73 16.66 30.84
H 0.01 2.13 27.84
H -6.35 20.60 28.76
H -0.63 17.07 21.60
H 1.82 3.02 23.52
H 5.31 10.77 18.70
H -1.83 1.00 28.70
H -5.88 18.46 30.41
H -6.33 15.52 27.91
H 9.25 16.87 28.54
H 1.39 1.09 28.00
H -2.31 20.98 22.40
H -3.53 17.14 19.86
H -6.32 14.31 29.18
H 1.35 3.53 20.10
H 11.13 17.58 29.84
H -2.33 18.80 23.52
H 1.40 10.80 27.24
H -3.90 18.02 30.85
H 5.66 15.09 20.48
H 10.18 14.60 31.93
H 11.19 13.50 28.20
H -0.53 1.60 31.49
H 3.13 3.47 19.94
H 3.74 14.70 29.96
H -4.25 15.66 22.22
H -7.29 20.18 27.35
H 1.40 16.24 28.99
H 2.64 2.67 29.45
H -7.96 19.97 28.98
H 4.06 4.18 23.17
H 3.66 6.45 23.71
H -0.22 18.80 21.45
H 11.13 16.51 27.24
H -6.64 16.29 31.85
H 7.49 9.86 19.61
H 10.54 18.61 33.03
H 0.46 11.48 28.46
H 3.56 11.74 28.57
H 4.55 16.99 19.89
H -0.93 17.99 19.99
H -4.07 15.28 29.24
H -1.18 2.65 30.21
H 9.63 13.77 30.33
H 3.85 14.99 27.02
H 4.60 2.34 21.69
H 0.28 0.30 19.97
H 0.56 -0.52 30.97
H -1.62 -0.33 29.93
H 1.93 -0.27 20.57
H 11.65 16.76 31.34
H -7.62 15.55 29.04
H 9.05 19.45 32.51
H 5.30 13.00 21.69
H 1.27 1.73 18.50
H 9.23 16.87 32.08
H 0.60 9.50 29.37
H 7.72 13.47 18.89
H 3.97 14.70 20.45
H 8.90 15.15 28.47
H 5.62 14.01 18.03
H 1.33 0.72 22.45
H 1.75 12.55 25.89
H 12.54 14.44 27.67
H 4.19 12.01 20.77
H -4.66 17.09 32.87
H -5.72 14.85 31.29
H -2.36 -2.29 26.84
H -0.21 -1.44 28.06
H 1.55 3.89 28.86
H -7.28 17.93 27.64
H 0.70 3.87 31.12
H 1.19 4.11 22.18
H 8.20 11.44 21.10
H -2.02 17.08 23.34
H 6.31 11.76 17.68
H 12.58 15.71 29.60
H 10.00 15.24 26.73
H -4.10 16.98 28.66
H 4.09 13.26 18.70
H 11.94 14.11 30.28
H 8.65 14.88 31.11
H 3.58 16.22 29.01
H 1.42 14.68 29.94
H 1.95 0.37 30.46
H 1.20 -0.88 29.39
H -5.61 18.40 27.81
H -3.19 -0.91 27.61
H 1.22 15.04 26.95
H 8.89 17.88 30.59
H 1.56 2.51 31.61
H -4.54 17.27 23.88
H 3.48 16.23 18.64
H 2.45 12.70 29.59
H 3.84 0.75 21.61
H -2.65 16.11 21.05
H 2.85 1.09 19.00
H -4.69 18.60 22.73
H -5.34 16.70 21.44
H 5.25 16.41 18.33
H -3.95 19.49 20.85
H 3.50 4.97 21.80
*
```

Mulliken atomic charge list, values in e, 99 entries: number 1, K, carries 0.952; number 2, S, carries 1.096; number 3, S, carries 1.119; number 4, S, carries 1.017; number 5, S, carries 1.064; number 6, S, carries 0.873; number 7, S, carries 1.005; number 8, S, carries 1.011; number 9, S, carries 1.035; number 10, S, carries 1.075; number 11, S, carries 1.086; number 12, S, carries 1.027; number 13, S, carries 1.096; number 14, S, carries 0.921; number 15, S, carries 1.056; number 16, F, carries -0.300; number 17, F, carries -0.181; number 18, F, carries -0.306; number 19, F, carries -0.354; number 20, F, carries -0.261; number 21, F, carries -0.363; number 22, F, carries -0.302; number 23, F, carries -0.292; number 24, F, carries -0.248; number 25, F, carries -0.268; number 26, F, carries -0.338; number 27, F, carries -0.316; number 28, F, carries -0.330; number 29, F, carries -0.327; number 30, O, carries -0.479; number 31, O, carries -0.570; number 32, O, carries -0.581; number 33, O, carries -0.603; number 34, O, carries -0.582; number 35, O, carries -0.630; number 36, O, carries -0.621; number 37, O, carries -0.512; number 38, O, carries -0.487; number 39, O, carries -0.602; number 40, O, carries -0.603; number 41, O, carries -0.611; number 42, O, carries -0.543; number 43, O, carries -0.569; number 44, O, carries -0.630; number 45, O, carries -0.603; number 46, O, carries -0.479; number 47, O, carries -0.501; number 48, O, carries -0.571; number 49, O, carries -0.601; number 50, O, carries -0.589; number 51, O, carries -0.557; number 52, O, carries -0.639; number 53, O, carries -0.538; number 54, O, carries -0.559; number 55, O, carries -0.609; number 56, O, carries -0.585; number 57, O, carries -0.572; number 58, N, carries 0.100; number 59, N, carries 0.183; number 60, N, carries -0.179; number 61, N, carries 0.242; number 62, N, carries -0.171; number 63, N, carries -0.013; number 64, N, carries -0.292; number 65, N, carries -0.016; number 66, N, carries 0.112; number 67, N, carries 0.252; number 68, N, carries 0.462; number 69, N, carries -0.219; number 70, N, carries 0.151; number 71, N, carries -0.257; number 72, C, carries -0.029; number 73, C, carries -0.816; number 74, C, carries -0.474; number 75, C, carries -0.609; number 76, C, carries -1.079; number 77, C, carries -0.252; number 78, C, carries -0.035; number 79, C, carries -0.645; number 80, C, carries -0.625; number 81, C, carries -1.290; number 82, C, carries -0.925; number 83, C, carries -0.590; number 84, C, carries -0.852; number 85, C, carries -0.731; number 86, C, carries -0.552; number 87, C, carries -1.385; number 88, C, carries -1.430; number 89, C, carries -0.966; number 90, C, carries -0.592; number 91, C, carries -0.993; number 92, C, carries -0.776; number 93, C, carries -0.616; number 94, C, carries -0.624; number 95, C, carries -1.457; number 96, C, carries -0.649; number 97, C, carries -1.455; number 98, C, carries -1.072; number 99, C, carries -1.273